{
  "formula": "C3H3ClNO",
  "method": "ωB97M-V with the def2-TZVPD basis set",
  "orbital_gap_ev": [8.4, 8.4],
  "smiles": "O=[N+]1C=C[C@H]1Cl",
  "total_charge": 1,
  "homo_ev": [-16.32, -16.32],
  "total_energy_ha": -705.846516,
  "symbols": ["C", "C", "C", "N", "O", "Cl", "H", "H", "H"],
  "xyz": [[-0.60286, -0.85501, -0.21635], [-0.99747, 0.47991, -0.52826], [0.56838, -0.33972, 0.55979], [0.21130, 0.99904, 0.01951], [0.78406, 2.07999, -0.04697], [2.21249, -0.90272, -0.00014], [-0.95263, -1.81139, -0.35549], [-1.79274, 1.06232, -0.96761], [0.56948, -0.71243, 1.53552]],
  "atomic_forces_ev_per_a": [[0.0, 6.1, -0.2], [1.1, -2.4, 0.5], [2.8, -2.7, -2.2], [0.2, 3.3, -0.1], [-1.9, -3.8, 0.4], [-1.2, 0.6, 0.1], [-0.8, -2.0, -0.5], [0.0, -0.1, -0.2], [-0.3, 1.0, 2.2]]
}



{
  "formula": "C5H15N2O",
  "method": "ωB97M-V with the def2-TZVPD basis set",
  "orbital_gap_ev": 2.7,
  "total_charge": 1,
  "homo_ev": -12.46,
  "total_energy_ha": -383.758080,
  "symbols": ["C", "O", "C", "C", "C", "C", "N", "N", "H", "H", "H", "H", "H", "H", "H", "H", "H", "H", "H", "H", "H", "H", "H"],
  "xyz": [[1.80300, 0.26003, -0.92252], [2.90269, -0.55262, -0.61242], [1.00333, 0.74930, 0.28713], [-0.16732, 1.66864, -0.14646], [-1.51162, 1.20556, 0.36281], [-2.16814, 0.10633, -0.48595], [-1.22863, -0.90659, -0.75821], [1.83066, 1.51565, 1.21936], [1.08760, -0.13063, -1.66255], [2.24031, 1.14769, -1.40238], [2.68458, -1.47380, -0.74212], [0.64881, -0.16213, 0.81242], [-0.25109, 1.80017, -1.24050], [0.15200, 2.64337, 0.24152], [-1.29413, 0.84460, 1.38394], [-2.27478, 1.96835, 0.56738], [-2.51446, 0.64478, -1.39865], [-1.53013, -6.40137, 1.84046], [-2.97469, -0.37287, 0.12308], [-1.85482, -1.70682, -0.98048], [-1.33182, -6.22773, 1.14843], [2.62505, 0.99520, 1.56586], [2.12360, 2.38489, 0.79984]],
  "atomic_forces_ev_per_a": [[-0.2, 1.0, -0.5], [-0.3, 0.0, 0.1], [0.8, -0.1, -0.2], [0.3, 0.1, -0.6], [0.5, 1.2, 1.4], [2.0, -1.1, 2.5], [-2.1, 1.2, -0.8], [-0.7, -0.4, 0.4], [0.3, -0.5, 0.0], [-0.2, 0.0, 0.0], [0.0, -0.3, 0.0], [-0.2, 0.3, 0.1], [0.4, -0.1, 0.2], [-0.7, 0.0, 0.0], [-0.4, -0.6, -0.3], [0.2, 0.1, -0.7], [-0.2, -0.4, -0.2], [0.0, 0.0, 0.0], [-0.5, 0.1, -1.2], [0.6, -0.5, 0.1], [0.0, 0.0, 0.0], [0.1, 0.0, -0.2], [0.3, 0.0, 0.0]]
}



{
  "formula": "C7H14",
  "method": "ωB97M-V with the def2-TZVPD basis set",
  "orbital_gap_ev": 10.7,
  "smiles": "CC[C@@]1(C)C[C@H]1C",
  "homo_ev": -9.59,
  "total_energy_ha": -275.069901,
  "symbols": ["C", "C", "C", "C", "C", "C", "C", "H", "H", "H", "H", "H", "H", "H", "H", "H", "H", "H", "H", "H", "H"],
  "xyz": [[-1.03547, 1.87276, 0.41440], [-0.76282, 0.85989, -0.70074], [-0.38218, -0.52843, -0.20315], [-1.46513, -1.24158, 0.58562], [0.46625, -1.40640, -1.02935], [1.03946, -0.82657, 0.20791], [2.20678, 0.27867, 0.20470], [-1.26165, 2.86351, 0.00277], [-1.88758, 1.57522, 1.03599], [-0.16557, 1.97575, 1.07385], [-1.65426, 0.76543, -1.33824], [0.02791, 1.24622, -1.35559], [-2.38222, -1.33517, -0.01088], [-1.71805, -0.70126, 1.50579], [-1.15120, -2.25262, 0.87154], [0.33684, -2.46689, -1.17727], [1.12903, -0.81138, -1.80456], [1.18648, -1.51084, 1.04163], [2.10427, 0.90309, 1.09796], [2.18920, 0.94669, -0.66297], [3.18807, -0.20516, 0.23268]],
  "atomic_forces_ev_per_a": [[0.0, 0.0, 0.1], [0.0, 0.0, -0.1], [-0.4, 0.3, 0.6], [-0.1, 0.0, 0.1], [2.9, 1.8, -2.7], [1.5, 1.2, 1.6], [-1.3, -1.2, 0.0], [0.0, -0.2, 0.0], [0.1, 0.0, -0.1], [-0.1, 0.0, -0.1], [0.1, 0.0, 0.1], [-0.1, -0.1, 0.1], [0.1, 0.0, 0.1], [0.0, -0.1, -0.1], [0.0, 0.2, -0.1], [-0.1, 0.0, 0.0], [-2.0, -1.7, 0.5], [-0.3, 0.2, 0.1], [0.1, -0.1, -0.1], [-0.2, -0.2, 0.0], [-0.2, 0.0, 0.0]]
}



{
  "formula": "C24H56Al2FeN8O16P2",
  "method": "ωB97M-V with the def2-TZVPD basis set",
  "spin_multiplicity": 9,
  "orbital_gap_ev": [7.4, 2.6],
  "total_charge": 2,
  "homo_ev": [-12.64, -12.63],
  "total_energy_ha": -5020.700629,
  "symbols": ["Fe", "Al", "Al", "P", "O", "O", "O", "O", "P", "O", "O", "O", "O", "C", "O", "N", "C", "C", "H", "H", "H", "H", "H", "H", "H", "C", "O", "N", "C", "C", "H", "H", "H", "H", "H", "H", "H", "C", "O", "N", "C", "C", "H", "H", "H", "H", "H", "H", "H", "C", "O", "N", "C", "C", "H", "H", "H", "H", "H", "H", "H", "C", "O", "N", "C", "C", "H", "H", "H", "H", "H", "H", "H", "C", "O", "N", "C", "C", "H", "H", "H", "H", "H", "H", "H", "C", "O", "N", "C", "C", "H", "H", "H", "H", "H", "H", "H", "C", "O", "N", "C", "C", "H", "H", "H", "H", "H", "H", "H"],
  "xyz": [[2.98604, -0.58363, 1.69504], [4.58260, -0.18491, -2.00154], [2.80599, 3.23866, 0.92953], [1.36032, 0.18527, -0.28346], [2.29025, 1.20870, -0.94273], [1.49990, 0.57070, 1.22659], [2.28661, -1.01466, -0.09318], [0.01404, -0.18739, -0.99326], [5.21478, 0.82954, 1.37911], [4.78276, -0.62445, 0.93032], [5.13123, 1.64350, 0.04221], [6.62032, 0.93131, 1.97762], [4.01773, 1.03848, 2.25678], [-1.29448, 2.64208, -0.16455], [-0.21342, 3.23484, -0.07381], [-2.50463, 3.20724, -0.11938], [-2.75216, 4.64271, -0.02467], [-3.69804, 2.59383, -0.70839], [-1.40783, 1.57284, -0.40132], [-1.93823, 5.22225, 0.41092], [-3.67150, 4.82860, 0.53066], [-2.99985, 4.97889, -1.03151], [-3.55450, 1.58664, -1.09961], [-4.52543, 2.48660, -0.00694], [-4.08562, 3.34902, -1.39218], [1.85350, 0.46342, 4.36071], [2.16219, -0.52452, 3.67784], [2.08007, 0.55281, 5.70177], [2.09208, 1.82528, 6.42085], [2.38987, -0.66529, 6.48535], [1.53496, 1.37600, 3.83349], [3.10343, 2.19735, 6.25705], [1.87689, 1.55816, 7.45548], [1.42860, 2.63134, 6.10756], [3.36037, -0.65889, 6.98152], [1.59867, -1.26333, 6.93753], [2.65250, -1.40689, 5.73094], [1.16908, -1.74785, -3.48532], [2.14284, -1.19979, -3.91230], [0.94743, -3.04193, -3.80912], [-0.30461, -3.71068, -3.44835], [1.63664, -3.78214, -4.87722], [0.39237, -1.42000, -2.77720], [-1.14580, -3.91448, -4.11088], [-0.62282, -3.22148, -2.52774], [-0.01937, -4.72193, -3.15832], [1.17350, -3.77204, -5.86388], [2.58694, -3.27559, -5.04587], [1.88462, -4.82662, -4.68832], [1.69583, 2.05119, -3.74185], [2.93862, 1.91533, -3.53745], [1.27880, 2.74682, -4.82310], [-0.14302, 2.86886, -5.07807], [2.16214, 3.50014, -5.64136], [0.93304, 1.56681, -3.11279], [-0.44887, 2.41539, -6.02090], [-0.43893, 3.91716, -5.03812], [-0.90830, 2.55795, -4.36689], [3.23804, 3.60486, -5.50149], [2.03709, 3.15565, -6.66790], [1.69502, 4.47834, -5.52722], [-4.00893, 0.88912, -4.49567], [-3.70840, 2.05319, -4.49231], [-3.16343, -0.03919, -3.93209], [-1.76463, 0.10811, -3.40184], [-3.61182, -1.43169, -3.72825], [-4.91713, 0.40762, -4.89005], [-1.69730, 1.06695, -2.88785], [-1.15915, 0.01860, -4.30378], [-1.38233, -0.62445, -2.69100], [-3.88093, -1.91222, -2.78763], [-4.42830, -1.66232, -4.41254], [-2.89484, -2.18321, -4.05879], [3.47684, -4.04169, 2.16895], [3.27078, -2.80530, 2.07252], [2.46907, -4.97604, 1.91855], [2.66492, -6.30084, 2.32342], [1.15970, -4.55265, 1.27933], [4.40852, -4.52571, 2.50047], [2.98589, -7.02438, 1.57405], [1.69810, -6.74698, 2.55646], [3.21011, -6.60020, 3.21854], [0.33820, -4.51669, 1.99483], [1.07874, -3.63563, 0.69570], [0.95529, -5.40287, 0.62861], [-0.75282, 3.64350, 3.00908], [0.32317, 3.23473, 3.01434], [-1.87589, 2.82985, 3.15422], [-3.13810, 3.56839, 3.46982], [-1.76767, 1.45587, 3.33239], [-0.96966, 4.71474, 2.87638], [-3.89779, 3.14642, 2.81184], [-2.99364, 4.54414, 3.00597], [-3.48145, 3.61127, 4.50343], [-0.83131, 1.00129, 3.00882], [-1.96414, 1.21551, 4.37724], [-2.53574, 1.15135, 2.62146], [-2.97194, -1.24122, 0.20987], [-4.16402, -1.08993, 0.01130], [-2.41933, -1.64768, 1.42356], [-0.95800, -1.50011, 1.65548], [-3.35475, -1.99753, 2.51944], [-2.14381, -1.11931, -0.50536], [-0.60076, -2.02065, 2.54403], [-0.48540, -0.51820, 1.67996], [-0.46647, -2.00183, 0.82195], [-4.18405, -2.51867, 2.04115], [-2.80131, -2.55875, 3.27233], [-3.62438, -1.09079, 3.06095]],
  "atomic_forces_ev_per_a": [[0.9, -1.1, 1.2], [-0.5, 0.6, 0.1], [-0.1, -0.6, -0.1], [-3.4, -1.7, -0.1], [0.8, 1.1, -1.3], [-2.7, 1.7, 0.8], [1.1, -2.4, -2.0], [3.0, 1.5, 2.4], [0.5, -1.7, -3.7], [0.8, -0.5, -0.2], [0.7, 0.0, 1.7], [-0.6, 0.5, -0.4], [-1.8, 2.3, 2.3], [0.4, 0.6, -0.8], [-0.7, -0.8, 0.4], [-1.0, 0.5, 0.2], [0.1, 0.2, -0.1], [-0.3, -0.1, 0.6], [0.5, -0.1, 0.1], [0.1, -0.3, -0.2], [0.1, -0.2, 0.3], [0.4, 0.4, -0.1], [0.4, 0.3, -0.5], [0.2, 0.1, 0.6], [0.1, -0.7, -0.8], [1.5, 1.1, 1.3], [-0.2, -1.3, -0.4], [-1.6, -1.1, -1.1], [0.5, -0.1, 0.1], [1.2, -1.3, -2.3], [-0.1, 0.0, 0.5], [0.1, 0.3, 0.7], [0.3, 0.5, 0.0], [-0.4, -0.5, -0.4], [-0.5, 0.7, 0.8], [-0.4, 1.2, 0.8], [0.1, 0.0, -0.5], [-0.5, -2.3, -0.3], [1.3, 2.1, 0.2], [-2.1, -2.4, -1.7], [0.9, -0.5, 1.8], [1.6, 1.2, -0.4], [0.5, 0.6, 0.0], [0.3, 1.0, -0.8], [-0.6, 0.0, 0.0], [0.0, -0.1, 0.3], [-0.7, 0.3, 0.2], [0.1, 0.0, 0.1], [-0.4, 0.1, 0.7], [3.4, -0.1, -1.1], [-2.2, 0.0, 0.3], [-0.9, -2.4, 3.0], [-0.9, 1.1, -0.4], [-0.6, 1.4, -1.5], [0.0, 0.2, -0.2], [0.2, 0.2, -0.2], [0.3, 0.4, -0.8], [1.0, -1.0, 0.7], [-0.4, -0.7, 1.0], [-0.1, 0.2, -0.2], [0.6, 0.6, -0.8], [1.7, -0.7, 1.3], [-0.4, 0.9, -0.5], [0.1, -3.4, 2.1], [-1.2, 1.3, -1.2], [-0.4, -0.8, -2.0], [-0.1, 0.3, -0.1], [0.4, 0.1, -0.4], [0.6, 0.5, 0.3], [-1.1, -0.3, -0.1], [-0.3, 1.3, 0.9], [-0.4, 0.3, 0.1], [0.8, 0.5, -0.4], [-3.0, 0.4, -0.4], [0.4, -1.4, 0.1], [1.5, 4.6, -0.2], [-1.3, -3.6, 0.1], [0.5, -1.7, 0.5], [-0.1, 0.5, 0.0], [0.5, 0.5, -0.6], [-0.4, 0.3, 0.2], [0.5, 1.2, 0.1], [0.2, -0.1, 0.4], [1.2, 0.0, 0.1], [-0.3, 0.2, -0.2], [-5.6, 0.9, 0.2], [6.1, -2.2, -0.1], [0.7, 4.7, 0.6], [0.6, -0.8, -2.0], [-0.7, -1.0, -0.2], [-0.3, 0.0, 0.0], [-0.4, -0.3, 0.4], [-0.1, 0.3, 0.7], [0.4, -0.1, 0.0], [0.2, 0.6, 0.1], [-0.2, -0.6, 0.0], [-0.4, -1.3, 0.4], [-0.2, 0.2, -1.8], [1.6, -0.3, 0.8], [0.3, 0.6, 2.7], [-0.3, -1.5, -0.2], [1.3, -0.2, -0.6], [-0.4, 0.4, -0.4], [-0.7, 0.0, 0.2], [-0.7, 0.6, -0.3], [0.0, 0.1, -0.4], [-0.2, 0.2, 0.5], [-0.1, -0.4, -0.3], [-0.4, 0.3, -0.3]]
}



{
  "formula": "C5H5NO",
  "method": "ωB97M-V with the def2-TZVPD basis set",
  "orbital_gap_ev": 9.6,
  "homo_ev": -9.03,
  "total_energy_ha": -323.332196,
  "symbols": ["O", "C", "C", "C", "C", "C", "N", "H", "H", "H", "H", "H"],
  "xyz": [[-2.10879, -1.42763, 0.55722], [-0.91851, -1.42229, 0.39099], [-0.26066, 0.40468, 0.43747], [1.12601, 0.90893, 0.37292], [0.37954, 0.82235, -0.93399], [0.00440, -0.51214, -1.10814], [-0.32426, -1.67620, -1.16912], [-0.10824, -1.88484, 0.96103], [-1.10625, 0.98581, 0.78941], [1.95469, 0.22136, 0.53755], [1.30726, 1.92700, 0.71162], [0.05481, 1.65297, -1.54696]],
  "atomic_forces_ev_per_a": [[0.3, -0.1, -0.1], [-0.3, 0.1, 0.5], [-0.1, 0.2, 0.5], [0.1, 0.0, 0.1], [-0.1, 0.0, -0.3], [0.0, -0.6, -0.5], [0.3, 0.6, -0.1], [-0.2, 0.0, -0.1], [0.1, -0.1, 0.0], [-0.1, 0.1, 0.0], [0.0, -0.2, -0.1], [0.1, -0.2, 0.1]]
}